Computed, not measured: 4 unconnected molecules or ions with the total composition C40H70BNO16S at a distorted geometry, with ωB97M-V with the def2-TZVPD basis set.

Atoms and positions in Å:
N  0.3008  1.4198  -0.9618
C  0.1098  0.8571  0.4216
C  0.1249  -0.7399  0.4402
C  0.8390  -1.1869  1.7849
B  2.0490  -2.2231  1.4242
O  3.3116  -1.6726  1.0748
O  1.8419  -3.6104  1.4183
O  -0.0171  -1.8323  2.7642
S  -1.3318  -0.8748  2.9949
O  -2.1319  -1.4132  4.0935
O  -0.9615  0.4930  3.3576
C  -2.2505  -0.9450  1.3821
C  -3.4672  -1.9091  1.6246
O  -4.4767  -1.1466  2.2937
C  -5.3347  -1.9227  3.0538
C  -5.5376  -3.3587  2.9472
C  -6.5128  -3.9988  3.8478
C  -7.3137  -3.2653  4.8117
C  -7.1311  -1.8154  4.8951
C  -6.1506  -1.1904  4.0407
C  -1.2921  -1.4050  0.1659
C  -1.1002  -2.9773  0.0920
C  -2.1730  -3.7690  -0.7324
O  -1.9258  -4.9189  -1.0217
C  -2.0155  -0.8270  -1.1343
C  -1.1504  -0.8817  -2.4506
C  -1.5310  -2.0272  -3.4410
C  -0.5884  -3.1619  -3.5096
C  -0.7420  -4.2980  -4.3970
C  -1.9564  -4.3294  -5.2544
C  -2.8838  -3.2115  -5.1757
C  -2.7078  -2.0565  -4.2922
H  -0.5316  1.9912  -1.1505
H  1.0547  2.1141  -0.9144
H  -0.8355  1.2979  0.8229
H  0.9420  1.2943  1.0435
H  0.8312  -1.0255  -0.3975
H  1.3528  -0.3370  2.3226
H  3.1102  -0.9160  0.4886
H  2.3576  -4.0257  0.7048
H  -2.6069  0.0949  1.1788
H  -3.0844  -2.7825  2.2193
H  -3.9121  -2.2311  0.6369
H  -4.9601  -3.9450  2.1979
H  -6.6378  -5.1086  3.7822
H  -8.0509  -3.7962  5.4636
H  -7.7341  -1.1999  5.5941
H  -5.9997  -0.0839  4.1274
H  -0.1087  -3.1781  -0.3946
H  -1.0590  -3.4448  1.1130
H  -3.1735  -3.3712  -1.0645
H  -2.1799  0.2674  -0.9043
H  -3.0320  -1.2588  -1.2972
H  -0.0477  -0.9254  -2.3024
H  -1.3459  0.0832  -3.0038
H  0.3263  -3.1361  -2.8664
H  0.0267  -5.1072  -4.3977
H  -2.0910  -5.2151  -5.9157
H  -3.7796  -3.2589  -5.8347
H  -3.4217  -1.1973  -4.2686
C  4.4539  8.2536  -1.5384
O  3.4299  7.4928  -0.9311
C  2.6849  6.7435  -1.8807
C  1.9341  5.6150  -1.1945
O  2.7537  4.4781  -0.9266
C  3.6761  4.6158  0.1543
C  3.0086  4.5682  1.5171
O  2.4517  5.8333  1.8460
C  1.5054  5.7308  2.8901
H  4.0335  8.9613  -2.2606
H  4.9699  8.8116  -0.7578
H  5.1782  7.5969  -2.0323
H  3.3518  6.3277  -2.6452
H  1.9670  7.4245  -2.3553
H  1.1641  5.2574  -1.8837
H  1.4240  5.9554  -0.2918
H  4.2951  5.5064  0.0344
H  4.3409  3.7513  0.0748
H  3.7547  4.3228  2.2831
H  2.2238  3.8008  1.5121
H  0.6658  5.0969  2.5843
H  1.1233  6.7284  3.1037
H  1.9724  5.3266  3.7947
C  1.4136  3.7394  10.5409
O  0.3332  3.6376  9.6375
C  -0.1886  4.9105  9.2814
C  -0.9989  4.8131  7.9994
O  -0.1912  4.8064  6.8251
C  0.5079  3.5916  6.5574
C  -0.3949  2.4860  6.0449
O  -1.0728  1.8364  7.1095
C  -2.1770  1.0994  6.6214
H  1.1001  4.2377  11.4645
H  1.7506  2.7315  10.7814
H  2.2466  4.2840  10.0831
H  0.6266  5.6311  9.1450
H  -0.8383  5.2462  10.0999
H  -1.6109  5.7158  7.9210
H  -1.6820  3.9621  8.0134
H  1.0960  3.2784  7.4221
H  1.2156  3.8352  5.7598
H  0.2121  1.7303  5.5324
H  -1.1233  2.9088  5.3424
H  -2.9045  1.7680  6.1472
H  -2.6613  0.6058  7.4642
H  -1.8393  0.3423  5.9083
C  5.4781  -3.2149  -8.8854
O  4.3519  -4.0611  -8.9862
C  4.4860  -5.2285  -8.1868
C  3.1276  -5.8648  -7.9436
O  2.3885  -5.2278  -6.9042
C  1.8143  -3.9627  -7.2316
C  0.6112  -4.0793  -8.1283
O  0.9980  -4.2345  -9.4881
C  -0.0555  -4.7309  -10.2859
H  6.3841  -3.7363  -9.2121
H  5.3144  -2.3539  -9.5327
H  5.5991  -2.8580  -7.8568
H  4.9509  -4.9800  -7.2255
H  5.1279  -5.9337  -8.7302
H  3.2946  -6.8863  -7.5917
H  2.5404  -5.9331  -8.8608
H  2.5702  -3.2823  -7.6281
H  1.4754  -3.5425  -6.2808
H  0.0148  -3.1613  -8.0571
H  0.0087  -4.9369  -7.8049
H  -0.3599  -5.7262  -9.9439
H  0.3060  -4.8143  -11.3106
H  -0.9118  -4.0475  -10.2649

Calculated values
LUMO energy, eV: 0.026
SMILES: NC[C@H]1[C@H](B(O)O)OS(=O)(=O)[C@H](COc2ccccc2)[C@@]1(CC=O)CCc1ccccc1.COCCOCCOC.COCCOCCOC.COCCOCCOC
Highest occupied orbital energy, eV: -8.53

=====

Computed, not measured: 12 unconnected molecules or ions with the total composition C40H70O29S3 at a distorted geometry, with ωB97M-V with the def2-TZVPD basis set.

Atoms and positions in Å:
O  -1.0417  -6.2476  12.8988
C  0.3153  -5.9809  12.4960
C  1.5519  -5.6605  13.5037
O  2.9106  -5.4237  13.0818
H  0.1779  -5.1206  11.8409
H  0.6401  -6.7960  11.8493
H  1.5917  -6.4335  14.2712
H  1.1719  -4.8695  14.1503
C  1.3343  -7.4767  5.5701
C  0.9633  -6.2806  6.3610
C  2.0761  -5.2854  6.5101
O  1.5573  -4.0719  5.9783
C  0.2784  -4.2589  5.6015
O  -0.4687  -3.4673  5.1316
O  0.0101  -5.5577  5.6938
H  2.1261  -8.0636  6.0357
H  1.6177  -7.2681  4.5385
H  0.4153  -8.0471  5.4359
H  0.5354  -6.5736  7.3197
H  2.9829  -5.5148  5.9504
H  2.2776  -5.2721  7.5812
C  7.4072  -4.4435  18.0894
C  7.2099  -5.9020  17.6966
C  8.0307  -6.3759  16.5276
O  8.5965  -7.6031  17.0048
C  8.3574  -7.7732  18.2419
O  8.6662  -8.8045  18.8034
O  7.7475  -6.6879  18.7632
H  8.3890  -4.1596  18.4682
H  6.7124  -4.2066  18.8952
H  7.2268  -3.7616  17.2584
H  6.1587  -6.1627  17.5734
H  8.7118  -5.5971  16.1846
H  7.3769  -6.6643  15.7045
C  7.8060  -4.4193  9.2509
C  7.5045  -2.9956  9.5109
C  7.8686  -2.5332  10.9210
O  8.6062  -1.3848  10.6497
C  8.9677  -1.2179  9.4142
O  9.7737  -0.4272  8.9388
O  8.3663  -2.1808  8.6758
H  7.0147  -5.0219  9.6969
H  8.8239  -4.7443  9.4662
H  7.7509  -4.5638  8.1719
H  6.4695  -2.6703  9.4063
H  8.4985  -3.2778  11.4077
H  6.9543  -2.2334  11.4331
C  1.2667  -2.9294  19.6655
C  -0.2227  -2.7025  19.3078
C  -1.1122  -3.9261  19.3081
O  -2.2964  -3.5834  20.0766
C  -2.0332  -2.4314  20.6924
O  -2.7914  -1.8581  21.4397
O  -0.8083  -2.0512  20.4181
H  1.7844  -3.6117  18.9913
H  1.4333  -3.3895  20.6396
H  1.8605  -2.0202  19.5717
H  -0.3009  -2.0741  18.4206
H  -0.6754  -4.7251  19.9072
H  -1.4334  -4.2585  18.3209
C  -6.0688  -5.5740  7.2506
C  -6.3572  -6.0551  8.6950
C  -6.6453  -4.8866  9.6935
O  -7.9928  -5.1364  10.0302
C  -8.4562  -6.3101  9.5202
O  -9.5283  -6.7326  9.8621
O  -7.5643  -6.7987  8.6677
H  -5.3757  -4.7367  7.3317
H  -6.9973  -5.2948  6.7525
H  -5.5155  -6.2885  6.6412
H  -5.5399  -6.6895  9.0381
H  -6.6028  -3.9246  9.1828
H  -6.0056  -4.8808  10.5760
C  2.6204  -10.7027  17.7473
C  1.0763  -10.6314  17.7676
C  0.4430  -11.4930  16.7185
O  -0.5403  -12.1533  17.4373
C  -0.4369  -11.9098  18.7439
O  -1.1262  -12.4009  19.6379
O  0.5873  -11.0965  18.9968
H  3.0247  -11.7141  17.7067
H  3.0326  -10.2316  18.6397
H  2.9762  -10.1981  16.8491
H  0.7709  -9.5917  17.6492
H  1.0720  -12.0575  16.0302
H  -0.1015  -10.9172  15.9701
C  -6.5241  -6.5054  16.1214
C  -6.8050  -7.9274  15.7135
C  -5.6614  -8.8670  15.9865
O  -6.2173  -9.9514  16.6383
C  -7.4564  -9.7224  16.8874
O  -8.1849  -10.5470  17.4768
O  -7.8340  -8.5011  16.4825
H  -7.3184  -5.8196  15.8269
H  -5.7596  -6.1295  15.4413
H  -6.2960  -6.4089  17.1829
H  -7.2007  -8.0567  14.7061
H  -4.8636  -8.3523  16.5221
H  -5.3250  -9.2453  15.0212
C  -2.9007  -11.7873  8.9948
C  -3.5111  -11.7860  10.4334
C  -5.0768  -11.9171  10.4006
O  -5.2674  -13.0360  11.2856
C  -4.0556  -13.4699  11.7940
O  -3.9428  -14.2699  12.7465
O  -3.0547  -12.9248  11.1014
H  -2.9751  -12.7342  8.4601
H  -1.8347  -11.5909  9.1094
H  -3.3719  -11.0685  8.3244
H  -3.1960  -10.9744  11.0892
H  -5.3525  -12.2744  9.4084
H  -5.4919  -11.0085  10.8368
C  2.1662  0.4720  11.6362
S  3.6497  1.1126  12.4841
O  3.5123  2.6630  12.5515
C  3.3241  0.3932  14.1501
H  1.2348  0.4273  12.2005
H  2.3883  -0.5679  11.3966
H  2.0413  0.9665  10.6729
H  2.3377  0.7022  14.4961
H  4.0968  0.7991  14.8030
H  3.2143  -0.6912  14.1491
C  6.7207  -11.3729  10.9355
S  5.2272  -11.7697  11.9170
O  5.1742  -13.1674  12.4999
C  4.0790  -11.8263  10.5406
H  7.6946  -11.7919  11.1885
H  6.8800  -10.2956  10.9834
H  6.5664  -11.5556  9.8720
H  4.4378  -12.4781  9.7441
H  3.9155  -10.7821  10.2740
H  3.0857  -12.1081  10.8899
C  -4.8349  1.4912  12.9499
S  -3.3736  1.2511  14.0067
O  -3.8229  1.5887  15.4165
C  -3.4733  -0.5953  13.9973
H  -4.9324  0.7857  12.1247
H  -4.9838  2.4698  12.4935
H  -5.7337  1.2774  13.5282
H  -3.9898  -0.9112  13.0910
H  -3.9384  -1.0718  14.8603
H  -2.4658  -1.0091  14.0403

Calculated values
LUMO energy, eV: 2.702
Highest occupied orbital energy, eV: -0.09
Total charge: -2

=====

Computed, not measured: 10 unconnected molecules or ions with the total composition C40H71N9O2S at a distorted geometry, with ωB97M-V with the def2-TZVPD basis set.

Atoms and positions in Å:
C  -3.9043  5.8401  0.7056
C  -4.5590  4.5814  0.0464
C  -3.7808  4.4071  -1.2528
S  -3.5210  6.0054  -1.9152
O  -4.4951  6.1735  -2.9730
O  -2.1501  6.2814  -2.2584
C  -3.8609  6.8496  -0.4283
H  -2.9094  5.6707  1.0973
H  -4.4958  6.2173  1.5725
H  -5.6305  4.7899  -0.1608
H  -4.4770  3.6822  0.6636
H  -4.2180  3.8094  -2.0620
H  -2.7892  3.9294  -1.0763
H  -4.8937  7.1626  -0.4363
H  -3.3242  7.7791  -0.3447
C  4.8607  1.1269  -3.8740
C  4.4393  -0.1108  -4.6119
C  5.3586  -1.2950  -4.2939
C  5.3002  -1.5896  -2.8149
N  5.1557  -1.7459  -1.6913
H  4.1918  1.9769  -4.0253
H  5.8820  1.4974  -4.0564
H  4.7715  0.8902  -2.7780
H  4.4529  -0.0107  -5.7006
H  3.4187  -0.3722  -4.3684
H  6.4565  -1.0721  -4.5371
H  5.0744  -2.1458  -4.8938
C  0.6639  -2.9987  -4.1299
C  -0.0661  -4.3178  -3.8760
C  -1.4415  -4.4161  -4.4819
C  -1.3199  -4.3431  -5.9952
N  -1.1197  -4.2722  -7.1080
H  0.1633  -2.2265  -3.4971
H  0.6419  -2.6402  -5.1680
H  1.6884  -3.0876  -3.8424
H  -0.1444  -4.3431  -2.7678
H  0.6399  -5.0868  -4.2543
H  -1.9874  -3.5312  -4.1475
H  -1.9204  -5.3333  -4.1596
C  5.1320  2.8031  2.0482
C  4.1180  3.1242  3.1348
C  4.6999  2.8665  4.5543
C  3.5901  2.9409  5.4848
N  2.7592  2.9862  6.2643
H  5.4585  1.7872  2.0990
H  5.9800  3.4872  2.1040
H  4.6359  3.0128  1.0592
H  3.3553  2.4076  3.0069
H  3.6630  4.1079  3.0431
H  5.5484  3.5226  4.7301
H  5.0848  1.8443  4.6185
C  -1.6623  -4.5862  -0.3193
C  -1.8199  -4.2182  1.2075
C  -1.7107  -2.7137  1.5632
C  -2.2224  -2.3995  2.9064
N  -2.7285  -2.0913  3.8728
H  -0.8403  -3.9786  -0.7527
H  -2.5766  -4.3101  -0.8918
H  -1.3751  -5.6405  -0.4126
H  -0.9996  -4.7625  1.6502
H  -2.7692  -4.5469  1.6697
H  -2.3651  -2.0731  0.9319
H  -0.6745  -2.4169  1.3128
C  -3.2431  1.6481  -4.1742
C  -4.5730  0.8079  -4.0067
C  -4.5719  0.0163  -2.6226
C  -3.3625  -0.7714  -2.5544
N  -2.3645  -1.3525  -2.5688
H  -3.0360  2.2140  -3.2691
H  -3.4004  2.2556  -5.0382
H  -2.3541  1.0579  -4.3659
H  -4.6468  0.1652  -4.8699
H  -5.4328  1.4910  -3.9301
H  -5.4401  -0.6382  -2.5401
H  -4.5698  0.7610  -1.8262
C  -2.8466  2.7022  4.0665
C  -3.0804  1.1941  4.0894
C  -4.3715  0.7199  3.4043
C  -4.2545  0.8541  1.9344
N  -4.0472  0.9971  0.8134
H  -1.9186  2.9993  4.5702
H  -3.7505  3.1820  4.5037
H  -2.6351  2.9981  3.0374
H  -3.0824  0.8970  5.1054
H  -2.2614  0.7093  3.5976
H  -5.2353  1.2941  3.7027
H  -4.5476  -0.3275  3.6401
C  4.8647  -3.4244  1.2209
C  3.8653  -4.4641  0.9028
C  2.6685  -4.0507  0.0293
C  1.8406  -5.1900  -0.2787
N  1.2718  -6.1874  -0.4193
H  5.3370  -3.7006  2.1400
H  4.4902  -2.3976  1.3047
H  5.6237  -3.2873  0.4387
H  3.4729  -4.7951  1.8665
H  4.2960  -5.4091  0.4042
H  3.0444  -3.6315  -0.9104
H  2.0253  -3.3258  0.4678
C  0.5649  0.3891  4.2706
C  1.9967  0.1967  4.6000
C  2.1608  -1.2723  5.1128
C  1.7354  -2.2599  4.0656
N  1.7328  -3.0025  3.2022
H  -0.0542  -0.1170  5.0637
H  0.2794  -0.1130  3.3277
H  0.2864  1.4200  4.0360
H  2.2909  0.8690  5.3765
H  2.6463  0.3301  3.7017
H  1.5626  -1.3620  6.0230
H  3.1981  -1.4998  5.3159
C  0.8464  -0.6689  -0.8201
C  0.1865  0.5884  -1.2706
C  -1.0256  1.0207  -0.4468
C  -0.5976  1.6555  0.8173
N  -0.2949  2.1859  1.7853
H  0.1762  -1.5254  -1.0173
H  1.0925  -0.6060  0.2959
H  1.7640  -0.8405  -1.3596
H  -0.2059  0.4446  -2.2972
H  0.8490  1.4351  -1.3385
H  -1.6829  0.1590  -0.2909
H  -1.7143  1.6774  -1.0082

Calculated values
LUMO energy, eV: 0.377
SMILES: O=S1(=O)CCCC1.CCCC#N.CCCC#N.CCCC#N.CCCC#N.CCCC#N.CCCC#N.CCCC#N.CCCC#N.CCCC#N
Highest occupied orbital energy, eV: -10.67

=====

The lowest highest occupied orbital energy belongs to which entry? C40H71N9O2S

=====

The lowest highest occupied orbital energy belongs to which entry? C40H71N9O2S

=====

Which of these has the lowest highest occupied orbital energy? C40H71N9O2S

=====

Among the records above, which one has the lowest LUMO energy? C40H70BNO16S